Entry 1:
Entry from the OMol25 dataset: C5H7F2N in the gas phase (wB97M-V/def2-TZVPD).

HOMO level = -7.783 eV
SMILES = CN1CCC(F)=C1F
molar mass = 119.11 u
relative energy (zero: lowest compared OMol25 entry of this formula, charge and spin) = 0.304 eV
2S+1 = 1
orbital gap = 8.79 eV

Each atom is followed by the atoms it is bonded to, with distances in Å.
Cartesian coordinates (Å):
1 C -0.58 -1.92 -0.14  N2 1.444, H9 1.090, H10 1.088, H11 1.098
2 N 0.00 -0.63 -0.41  C1 1.444, C3 1.462, C7 1.388
3 C -0.89 0.54 -0.32  N2 1.462, C4 1.540, H12 1.099, H13 1.091
4 C 0.02 1.74 0.00  C3 1.540, C5 1.502, H14 1.091, H15 1.093
5 C 1.27 1.04 0.46  C4 1.502, F6 1.346, C7 1.332
6 F 2.33 1.73 0.93  C5 1.346
7 C 1.18 -0.27 0.21  N2 1.388, C5 1.332, F8 1.335
8 F 2.09 -1.22 0.44  C7 1.335
9 H -1.34 -2.12 -0.90  C1 1.090
10 H 0.19 -2.68 -0.21  C1 1.088
11 H -1.05 -1.98 0.85  C1 1.098
12 H -1.62 0.38 0.49  C3 1.099
13 H -1.43 0.65 -1.26  C3 1.091
14 H -0.39 2.40 0.76  C4 1.091
15 H 0.22 2.34 -0.90  C4 1.093

Entry 2:
Entry from the OMol25 dataset: 2 unconnected molecules or ions with the total composition C5H7F2N2 in a non-equilibrium geometry (wB97M-V/def2-TZVPD).

HOMO level = -15.899 eV
molar mass = 133.12 u
relative energy (zero: lowest compared OMol25 entry of this formula, charge and spin) = 5.692 eV
2S+1 = 1
orbital gap = 9.19 eV
net charge = +1

Each atom is followed by the atoms it is bonded to, with distances in Å.
Cartesian coordinates (Å):
1 C 0.70 1.13 -0.30  C2 1.643, C3 1.339, N7 1.271
2 C 0.95 -0.40 0.26  C1 1.643, C3 1.505, C4 1.528, F8 1.333
3 C 0.35 0.07 -1.04  C1 1.339, C2 1.505, F9 1.280
4 C 2.37 -0.85 0.57  C2 1.528, H11 1.099, H12 1.059, H13 1.121
5 C -2.62 -0.29 -0.13  H10 1.079, H14 1.073, H15 1.064, H16 1.119
6 N 0.35 3.40 0.27  N7 1.109
7 N 0.63 2.37 0.00  C1 1.271, N6 1.109
8 F 0.01 -0.91 1.05  C2 1.333
9 F -0.40 -0.19 -2.04  C3 1.280
10 H -1.85 0.46 -0.06  C5 1.079
11 H 2.38 -1.92 0.30  C4 1.099
12 H 2.43 -1.04 1.61  C4 1.059
13 H 3.22 -0.28 0.12  C4 1.121
14 H -3.19 -0.19 0.78  C5 1.073
15 H -2.24 -1.27 -0.28  C5 1.064
16 H -3.11 -0.09 -1.12  C5 1.119